# 1
42
Properties=species:S:1:pos:R:3:forces:R:3:lowdin_charge:R:1 method="wB97M-V/def2-TZVPD" homo_energy_ev=-8.46 mol_weight_g_mol=329.40 total_charge=0 lumo_energy_ev=0.1 max_force_ev_per_a=5.41 gap_ev=8.524
S -0.698 -1.519 2.010 0.094 -0.565 0.498 0.98
F -0.370 -2.731 -4.632 0.858 -1.078 -1.127 0.04
O 1.881 -2.319 -2.455 0.394 1.542 0.193 0.14
O 2.445 -1.974 1.494 -0.145 1.276 -0.665 0.09
O 3.329 -0.341 0.199 -0.693 -0.290 0.358 0.10
N 0.612 1.400 2.681 -1.574 -1.250 0.494 -0.14
N 0.972 -0.424 -1.370 2.214 0.953 -1.319 0.07
N -1.217 1.970 1.201 0.337 -1.521 1.791 0.01
C -0.926 -2.218 -3.519 -0.858 0.958 1.235 -0.40
C 1.228 -1.298 -2.413 -0.175 -3.619 -0.772 -0.35
C 1.033 -0.950 -0.101 -1.907 0.289 2.333 -0.15
C 2.298 -1.119 0.635 0.711 -1.528 0.437 -0.45
C -0.378 -0.230 -1.838 -2.129 0.701 -0.198 -0.19
C -0.733 3.286 0.777 0.216 -0.601 -0.101 -0.15
C -2.331 -1.797 -3.890 -0.998 -0.511 0.541 -0.02
C -0.092 -1.028 -3.121 0.732 1.352 -0.362 -0.10
C -0.693 1.191 2.149 1.338 4.094 -3.275 -0.40
C -0.250 -1.126 0.369 2.166 0.533 -0.005 -0.43
C -1.224 -0.831 -0.735 -0.839 -0.078 0.795 -0.11
C 0.993 0.717 3.956 0.321 0.380 -1.237 -0.05
C 1.694 2.033 1.903 -0.816 0.743 0.035 -0.07
C -1.541 0.041 2.488 0.779 -0.768 0.132 -0.37
H -2.466 0.063 1.961 -0.576 0.528 -0.314 0.07
H -2.860 -2.650 -4.359 0.259 0.406 0.335 0.10
H -1.745 0.089 3.544 -0.030 -0.722 0.559 0.08
H 0.010 3.140 -0.051 -0.655 0.527 0.559 0.07
H -2.919 -1.457 -3.016 0.326 -0.259 -0.341 0.09
H 1.203 -0.336 3.769 -0.092 -0.129 0.156 0.06
H 0.260 0.840 4.745 -0.325 0.013 -0.094 0.08
H 2.649 1.638 2.220 0.147 -0.489 -0.125 0.07
H 1.909 1.173 4.322 0.072 0.123 -0.008 0.08
H -1.614 3.860 0.411 0.719 -0.428 0.122 0.07
H -0.718 0.796 -2.020 0.545 -0.016 0.115 0.16
H -2.330 -0.986 -4.600 0.181 0.303 -0.336 0.08
H -1.678 -1.789 -0.971 -0.473 -0.022 -0.197 0.12
H -0.270 3.854 1.597 -0.012 -0.072 -0.251 0.07
H 1.587 1.977 0.788 -0.034 -0.325 1.202 0.09
H -1.973 -0.108 -0.389 -0.018 -0.342 -0.138 0.11
H 0.053 -0.357 -3.977 -0.285 -0.166 0.041 0.17
H -0.943 -2.951 -2.690 0.156 -0.031 -0.547 0.16
H 4.090 -0.620 0.737 -0.108 0.042 -0.163 0.13
H 1.720 3.089 2.192 0.176 0.046 -0.356 0.08

***

# 2
47
Properties=species:S:1:pos:R:3:forces:R:3:lowdin_spin:R:1 method="wB97M-V/def2-TZVPD" homo_energy_ev="-15.45 / -15.37" relative_energy_kj_mol=158.6 mol_weight_g_mol=541.20 spin_multiplicity=7 total_charge=+2 lumo_energy_ev="-7.4 / -7.0" max_force_ev_per_a=1.97 gap_ev="8.044 / 8.415"
Tb 0.486 -0.671 -0.256 0.813 -1.415 -0.482 6.11
P 1.455 1.138 1.491 0.540 1.649 0.939 -0.02
P -2.017 -1.634 -0.795 -1.246 -0.285 -0.363 -0.02
F 1.146 -4.484 2.655 -0.733 1.245 -0.550 0.00
F -0.704 -3.741 1.711 1.028 0.571 0.291 0.00
F 0.433 -2.451 3.114 0.032 -0.574 -1.088 0.00
F 2.665 -2.615 1.351 -0.646 0.101 -0.125 0.00
F 1.426 -3.827 -0.031 -0.195 0.560 0.378 0.00
O 2.056 0.129 -3.646 0.954 -0.210 -0.363 0.00
O 5.007 -0.312 -1.048 -0.287 -0.891 1.185 0.00
N -1.092 1.241 -0.174 0.032 -0.192 0.635 -0.02
C -1.635 3.524 0.269 0.457 0.052 0.446 0.00
C 0.557 -3.382 2.118 0.230 -1.261 0.819 0.00
C -3.597 -1.939 0.050 -0.195 -0.106 0.732 0.00
C -2.126 1.198 -1.040 -0.120 0.209 -0.473 0.00
C -2.423 -0.097 -1.747 0.228 -0.247 -0.477 0.00
C 1.349 -2.818 0.926 -0.293 0.700 -0.307 -0.03
C 2.174 1.103 3.159 0.124 -0.359 0.401 0.00
C 0.160 2.444 1.596 0.072 0.023 0.313 0.00
C 2.721 2.090 0.573 0.310 -0.211 -0.355 0.00
C -0.892 2.387 0.523 0.083 -0.043 -0.180 0.00
C -2.610 3.512 -0.704 -0.211 -0.009 -0.355 0.00
C -2.090 -2.930 -2.069 0.189 -0.207 -0.183 0.00
C -2.872 2.322 -1.365 0.415 -0.450 0.402 0.00
H -3.520 -2.843 0.675 -0.027 0.271 -0.259 0.00
H -0.299 2.409 2.597 -0.052 -0.131 -0.299 0.00
H -3.606 2.196 -2.140 -0.330 0.323 -0.054 0.00
H -1.850 -3.900 -1.603 -0.178 0.327 -0.177 0.00
H 3.609 1.471 0.379 -0.113 0.265 0.099 0.00
H -1.897 -0.126 -2.722 -0.208 0.008 0.291 0.00
H 2.349 2.438 -0.402 0.040 -0.024 0.265 0.00
H -4.382 -2.090 -0.714 0.412 0.084 0.314 0.00
H 5.967 -0.471 -0.973 -0.437 0.199 -0.227 0.00
H -1.366 -2.754 -2.879 -0.264 -0.070 0.173 0.00
H 0.678 3.414 1.551 -0.157 -0.233 0.026 0.00
H -3.152 4.410 -0.958 -0.095 0.089 0.042 0.00
H -3.888 -1.109 0.709 0.140 -0.181 -0.206 0.00
H -1.376 4.394 0.863 -0.332 0.100 -0.250 0.00
H 1.430 0.796 3.913 0.270 0.135 -0.321 0.00
H 2.568 2.112 3.399 -0.238 -0.557 -0.113 0.00
H 4.647 -0.903 -0.339 0.576 0.586 -0.879 0.00
H 2.997 0.367 3.182 -0.301 0.370 0.008 0.00
H 2.988 2.961 1.197 -0.026 -0.359 -0.355 0.00
H 2.917 -0.267 -3.387 -0.589 0.372 -0.276 0.00
H -3.495 -0.167 -1.963 0.176 0.148 -0.162 0.00
H 2.228 0.421 -4.576 -0.404 -0.277 1.080 0.00
H -3.120 -2.945 -2.469 0.555 -0.093 0.041 0.00

***

# 3
33
Properties=species:S:1:pos:R:3:forces:R:3:lowdin_charge:R:1 method="wB97M-V/def2-TZVPD" homo_energy_ev=-7.09 relative_energy_kj_mol=370.2 mol_weight_g_mol=255.41 total_charge=0 lumo_energy_ev=0.4 max_force_ev_per_a=7.08 gap_ev=7.493
S -0.275 2.176 0.810 0.736 1.166 0.856 0.98
S 2.206 1.303 1.622 2.093 -6.639 -1.295 0.80
O 0.335 -0.466 0.997 -0.822 0.872 0.193 -0.12
N 1.984 3.967 0.515 -0.861 -1.207 -0.124 -0.21
C 3.155 4.549 0.982 0.587 -0.029 0.483 -0.26
C -1.225 -2.189 1.445 -0.076 -0.187 0.128 -0.04
C 1.920 3.428 -0.833 0.283 0.177 0.016 -0.13
C 4.246 5.970 2.622 0.177 -0.293 -0.312 -0.09
C 4.392 4.350 0.334 -0.263 0.078 0.274 -0.03
C 3.097 5.340 2.154 0.230 -0.259 -0.379 -0.02
C -1.121 -0.747 0.998 0.510 -0.253 0.398 -0.43
C 5.541 4.958 0.835 -0.229 0.251 0.130 -0.09
C 5.471 5.786 1.962 -0.125 -0.011 0.007 -0.11
C 0.696 0.805 1.112 2.569 -0.758 0.704 -1.03
C 1.158 3.255 1.513 -3.457 4.877 0.686 -0.62
C -1.691 -0.522 -0.369 -0.173 -0.035 -0.491 -0.06
H -1.498 0.490 -0.739 -0.092 -0.217 0.001 0.05
H -1.596 -0.092 1.742 0.233 -0.040 -0.152 0.13
H 2.546 4.048 -1.486 -0.262 -0.163 0.094 0.09
H 0.428 3.995 1.898 -0.066 0.744 -0.208 0.05
H -2.278 -2.478 1.510 0.093 0.020 -0.045 0.09
H 6.368 6.288 2.328 -0.265 -0.182 -0.092 0.10
H -1.264 -1.250 -1.071 -0.083 0.211 0.085 0.10
H -2.774 -0.675 -0.327 0.122 0.055 -0.079 0.10
H -0.725 -2.854 0.731 -0.079 0.171 0.123 0.09
H 2.138 5.452 2.662 0.307 0.095 -0.139 0.11
H 6.494 4.784 0.334 -0.224 0.088 0.170 0.10
H 4.440 3.686 -0.531 0.073 0.271 0.316 0.10
H 2.276 2.386 -0.872 -0.037 0.150 -0.167 0.07
H -0.775 -2.332 2.432 -0.026 0.065 -0.173 0.09
H 0.881 3.466 -1.183 0.379 0.053 -0.061 0.06
H 1.695 2.952 2.447 -1.323 1.064 -0.784 0.02
H 4.183 6.608 3.502 0.075 -0.134 -0.163 0.10

***

# 4
14
Properties=species:S:1:pos:R:3:forces:R:3:lowdin_charge:R:1 method="wB97M-V/def2-TZVPD" homo_energy_ev=-2.48 relative_energy_kj_mol=254.9 mol_weight_g_mol=97.16 total_charge=-1 lumo_energy_ev=4.1 max_force_ev_per_a=5.72 gap_ev=6.547
S 0.680 0.791 -1.536 0.037 0.083 -0.622 0.15
O 0.917 1.562 1.880 -0.677 4.635 -1.540 -0.23
O 1.648 -2.229 -0.192 -1.277 -1.054 -0.853 -0.11
C -1.082 -0.128 0.375 1.245 5.526 -0.803 -0.22
C -1.023 0.346 -1.138 -0.128 -1.611 1.779 -0.81
H -2.106 -0.054 0.716 -0.086 0.629 0.944 0.05
H -0.777 -1.041 0.560 1.168 -5.314 -0.150 -0.03
H -1.426 -0.620 -1.535 0.183 0.999 -1.123 0.03
H -0.115 0.326 0.910 -3.584 -1.014 -0.677 0.04
H 0.980 2.625 1.903 0.055 -3.588 0.196 0.09
H -1.701 1.203 -1.311 0.076 -0.626 0.079 0.02
H 0.434 1.506 0.962 1.734 0.300 1.756 -0.03
H 2.477 -1.999 -0.585 0.898 0.590 -0.128 0.00
H 1.093 -2.289 -1.009 0.355 0.445 1.142 0.03

***

# 5
13
Properties=species:S:1:pos:R:3:forces:R:3:lowdin_charge:R:1 method="wB97M-V/def2-TZVPD" homo_energy_ev=-10.04 relative_energy_kj_mol=145.5 mol_weight_g_mol=72.11 smiles=OC1CCC1 total_charge=0 lumo_energy_ev=1.2 max_force_ev_per_a=2.28 gap_ev=11.206
O 2.030 0.210 -0.487 -0.046 -0.125 0.352 -0.02
C 0.729 -0.313 -0.507 -0.548 -0.415 0.561 -0.40
C -1.196 0.003 0.268 -0.608 0.009 0.060 -0.19
C 0.123 -0.348 0.956 -0.148 -0.221 -0.233 -0.14
C -0.435 0.574 -0.943 -0.131 0.040 -0.083 -0.13
H 0.713 -1.302 -0.982 -0.136 0.121 0.081 0.15
H -1.879 0.662 0.794 -0.183 -0.067 0.015 0.10
H -1.681 -0.936 0.000 -0.321 0.166 -0.047 0.11
H 1.973 0.172 0.471 2.111 0.850 0.186 0.06
H 0.191 -1.262 1.560 -0.095 0.070 -0.353 0.11
H 0.458 0.483 1.617 0.103 -0.232 -0.701 0.12
H -0.861 0.428 -1.938 0.081 0.012 0.128 0.10
H -0.165 1.629 -0.808 -0.082 -0.208 0.034 0.12